ORCA calculation (ωB97M-V/def2-TZVPD) on a 2-piece molecular cluster, C2H10N3S overall at a distorted geometry.

Atoms and positions in Å:
S (-2.22, -1.46, 0.07)
N (0.30, 0.16, -1.13)
N (-0.23, 2.02, 0.15)
N (1.99, 1.63, -0.46)
C (0.68, 1.23, -0.45)
C (-0.75, -2.39, 0.74)
H (-1.13, -3.19, 1.33)
H (-1.19, 1.62, 0.32)
H (-2.43, -0.79, 1.24)
H (2.18, 2.65, -0.45)
H (-0.06, -1.72, 1.23)
H (0.15, 2.65, 0.84)
H (2.55, 1.13, -1.08)
H (-0.64, -0.20, -0.94)
H (0.98, -0.56, -1.36)
H (-0.17, -2.78, -0.07)

ΔE to the lowest compared entry with this formula, charge and spin   21.5 kJ/mol
Total charge   +1

Per-atom natural (NBO) charges, elementary charge units:
1 S -0.05
2 N -0.76
3 N -0.76
4 N -0.77
5 C 0.68
6 C -0.70
7 H 0.25
8 H 0.43
9 H 0.14
10 H 0.43
11 H 0.21
12 H 0.42
13 H 0.41
14 H 0.42
15 H 0.42
16 H 0.22